61
Properties=species:S:1:pos:R:3 method="wB97M-V/def2-TZVPD" de_lowest_kj_mol=5.3 max_force_ha_per_bohr=0.0245 e_tot_ha=-1319.7827 total_charge=-1 homo_energy_ha=-0.169 homo_lumo_gap_ev=7.392
I 1.439 -1.196 0.203
C -3.785 -1.964 -2.678
C -2.766 -2.503 -1.708
O -1.948 -1.422 -1.264
H -4.370 -2.789 -3.097
H -3.316 -1.449 -3.516
H -4.479 -1.285 -2.180
H -2.162 -3.276 -2.197
H -3.246 -2.955 -0.832
H -1.107 -1.764 -0.925
C 3.775 -1.761 5.730
C 3.455 -1.141 4.381
C 4.638 -0.415 3.785
O 4.996 0.677 4.603
C 6.064 1.422 4.058
N 2.950 -2.194 3.462
H 4.372 -2.675 5.671
H 2.839 -2.031 6.221
H 4.320 -1.042 6.346
H 2.655 -0.410 4.523
H 4.407 -0.109 2.755
H 5.499 -1.110 3.722
H 7.011 0.891 4.216
H 6.076 2.387 4.559
H 5.919 1.571 2.983
H 3.763 -2.796 3.303
H 2.846 -1.753 2.539
C -3.426 -0.029 2.838
C -2.232 0.027 1.895
C -2.409 1.067 0.800
O -2.424 2.374 1.341
C -2.968 3.297 0.430
N -0.987 0.313 2.645
H -3.770 0.964 3.126
H -3.178 -0.583 3.750
H -4.244 -0.608 2.396
H -2.156 -0.933 1.364
H -3.323 0.859 0.226
H -1.560 0.987 0.107
H -4.047 3.138 0.291
H -2.494 3.199 -0.558
H -2.771 4.295 0.815
H -0.230 0.104 1.988
H -0.895 -0.435 3.331
C 0.339 -0.888 -4.451
C 0.305 0.567 -3.986
C -0.697 1.369 -4.783
O -0.376 1.334 -6.164
C -1.252 2.113 -6.924
N -0.050 0.726 -2.570
H 0.584 -0.969 -5.512
H -0.636 -1.364 -4.279
H 1.048 -1.477 -3.867
H 1.306 0.993 -4.112
H -0.731 2.398 -4.409
H -1.689 0.910 -4.627
H -1.125 3.185 -6.723
H -2.299 1.880 -6.669
H -1.077 1.871 -7.969
H -0.947 0.260 -2.408
H 0.570 0.148 -1.994

48
Properties=species:S:1:pos:R:3 method="wB97M-V/def2-TZVPD" max_force_ha_per_bohr=0.2426 spin_multiplicity=9 e_tot_ha=-3255.2158 total_charge=+4 homo_energy_ha="-0.795 / -0.793" homo_lumo_gap_ev="7.269 / 4.620" s2=20.020
I -0.791 1.987 1.890
I 0.965 0.607 -5.042
Ru 0.607 -0.542 -2.649
Nd 0.214 0.048 0.051
S -1.329 1.006 -1.977
S 1.581 1.518 -1.423
C -1.339 -1.443 0.655
C -2.995 0.456 -2.245
C 3.271 1.538 -0.876
C -3.155 0.638 -3.746
C -3.330 -0.972 -1.806
C -3.826 1.458 -1.462
C 3.878 2.296 -2.035
C 3.953 0.182 -0.689
C 3.303 2.355 0.415
C -0.469 -1.909 -3.200
C 2.096 -1.603 -2.662
O -2.106 -2.169 1.180
O -1.078 -2.767 -3.621
O 3.003 -2.264 -2.810
H -2.488 -0.025 -4.320
H -2.927 1.672 -4.039
H -4.191 0.414 -4.024
H -2.458 -1.625 -1.721
H -4.000 -1.422 -2.559
H -3.866 -0.973 -0.843
H -3.597 1.418 -0.384
H -4.888 1.237 -1.600
H -3.631 2.483 -1.810
H 4.951 2.409 -1.871
H 3.429 3.294 -2.129
H 3.720 1.764 -2.985
H 4.674 0.251 0.137
H 4.516 -0.090 -1.602
H 3.254 -0.633 -0.453
H 4.347 2.514 0.710
H 2.780 1.850 1.249
H 2.824 3.335 0.270
C 0.553 -1.357 3.621
S 1.895 -0.459 2.815
C 3.228 -1.644 3.094
O 1.622 -0.906 1.320
H 0.844 -1.513 4.637
H 0.434 -2.307 3.089
H -0.358 -0.779 3.551
H 2.850 -2.621 2.784
H 4.071 -1.368 2.472
H 3.474 -1.621 4.127

71
Properties=species:S:1:pos:R:3 method="wB97M-V/def2-TZVPD" de_lowest_kj_mol=0.0 max_force_ha_per_bohr=0.0212 spin_multiplicity=2 e_tot_ha=-5675.5095 total_charge=-1 homo_energy_ha="-0.176 / -0.162" homo_lumo_gap_ev="7.470 / 7.092" s2=0.782
Mn 0.422 0.947 0.211
C 0.143 2.637 3.983
C -0.468 1.280 3.769
O 0.165 0.248 3.849
N -1.817 1.263 3.507
C -2.404 0.116 2.843
C -2.873 0.488 1.458
C -4.170 0.174 1.071
C -4.651 0.661 -0.133
C -3.828 1.476 -0.885
C -2.535 1.715 -0.437
N -2.047 1.209 0.700
H 1.012 2.533 4.627
H -0.568 3.349 4.404
H 0.494 2.999 3.013
H -2.267 2.149 3.344
H -3.267 -0.253 3.402
H -1.643 -0.666 2.832
H -4.793 -0.421 1.727
H -5.660 0.433 -0.457
H -4.155 1.916 -1.817
H -1.869 2.336 -1.010
O 3.904 2.014 0.445
S 2.948 1.008 0.923
O 3.522 0.049 1.835
O 2.291 0.332 -0.275
O 1.740 1.732 1.502
C -1.845 -3.086 -0.182
C -0.752 -3.321 0.857
As 0.707 -2.006 0.690
C 1.692 -2.734 -0.856
C 1.851 -4.246 -0.948
C 1.923 -2.762 2.043
C 1.495 -2.604 3.494
H -2.737 -3.685 0.019
H -1.495 -3.341 -1.186
H -2.144 -2.034 -0.209
H -0.352 -4.336 0.792
H -1.152 -3.202 1.867
H 2.660 -2.231 -0.804
H 1.210 -2.358 -1.755
H 2.334 -4.669 -0.067
H 2.467 -4.510 -1.812
H 0.888 -4.747 -1.073
H 2.872 -2.249 1.880
H 2.052 -3.818 1.799
H 1.509 -1.560 3.789
H 2.177 -3.156 4.147
H 0.488 -2.990 3.673
S -0.089 3.959 0.061
C 0.791 3.823 -1.360
N 2.120 3.487 -1.297
C 2.891 3.285 -2.368
C 2.375 3.506 -3.612
C 1.028 3.897 -3.645
N 0.261 4.054 -2.593
H 2.542 3.256 -0.387
H 3.891 2.938 -2.148
H 2.955 3.352 -4.507
H 0.548 4.080 -4.603
C -1.466 -0.079 -3.473
C -0.310 -0.295 -2.494
C 1.026 -0.176 -3.226
O -0.432 0.601 -1.451
H -1.371 -0.712 -4.361
H -1.474 0.970 -3.785
H -2.421 -0.296 -2.990
H -0.403 -1.333 -2.124
H 1.078 0.797 -3.722
H 1.138 -0.956 -3.986
H 1.852 -0.239 -2.517

19
Properties=species:S:1:pos:R:3 method="wB97M-V/def2-TZVPD" de_lowest_kj_mol=590.9 max_force_ha_per_bohr=0.1114 e_tot_ha=-307.0043 homo_energy_ha="-0.290 / -0.295" homo_lumo_gap_ev="8.082 / 8.322"
C 2.775 0.782 0.587
C -2.219 0.997 -0.128
C -1.227 -1.142 0.854
C 1.457 -0.586 -0.879
C -0.979 0.055 -0.261
N 1.401 0.559 -0.012
N 0.049 1.010 -0.009
H 3.501 0.124 0.155
H 3.162 1.752 0.942
H -3.055 0.703 -0.814
H -2.559 0.858 0.951
H -1.958 2.065 -0.183
H -0.801 -0.587 1.685
H -0.695 -2.175 0.674
H -2.300 -1.354 1.143
H 0.822 -1.385 -0.422
H 0.970 -0.218 -1.818
H 2.485 -1.013 -1.198
H -0.828 -0.445 -1.267

5
Properties=species:S:1:pos:R:3 method="wB97M-V/def2-TZVPD" de_lowest_kj_mol=77.7 max_force_ha_per_bohr=0.0798 e_tot_ha=-760.9351 total_charge=-1 homo_energy_ha=-0.177 homo_lumo_gap_ev=9.470
Cl -0.042 -0.037 -0.009
O -0.229 0.517 -1.368
O -1.315 -0.197 0.549
O 0.736 -1.231 0.327
O 0.849 0.947 0.501

7
Properties=species:S:1:pos:R:3 method="wB97M-V/def2-TZVPD" de_lowest_kj_mol=33.8 max_force_ha_per_bohr=0.0598 e_tot_ha=-1093.7244 homo_energy_ha=-0.337 homo_lumo_gap_ev=9.338 smiles=[nH]1[pH]s1.I
N 1.033 1.391 -0.962
P 0.149 0.039 -0.347
S 0.459 1.724 0.835
H 0.512 1.933 -1.629
H 1.265 -0.608 -0.135
I -1.388 -2.869 1.433
H -2.030 -1.610 0.807

14
Properties=species:S:1:pos:R:3 method="wB97M-V/def2-TZVPD" de_lowest_kj_mol=479.0 max_force_ha_per_bohr=0.0929 e_tot_ha=-701.0423 total_charge=+1 homo_energy_ha="-0.467 / -0.536" homo_lumo_gap_ev="4.899 / 8.453" smiles="[NH2+]=C=[NH+]CCS[O-]"
N 0.878 -0.175 -2.543
C 0.288 -0.372 -1.355
N -0.309 0.685 -0.675
C -0.548 0.702 0.776
C 0.339 -0.313 1.483
S -0.552 -1.923 1.594
O -1.432 -1.772 2.689
H 0.702 0.743 -3.083
H 1.118 -1.036 -2.994
H -0.485 1.538 -1.107
H -1.585 0.762 0.915
H -0.185 1.644 1.077
H 1.113 -0.493 0.784
H 0.658 0.011 2.441

13
Properties=species:S:1:pos:R:3 method="wB97M-V/def2-TZVPD" de_lowest_kj_mol=439.3 max_force_ha_per_bohr=0.0850 e_tot_ha=-323.6137 homo_energy_ha=-0.351 homo_lumo_gap_ev=8.597 smiles="CC(C)=O.N=O"
C 0.741 -0.322 -1.348
C 0.173 -0.545 0.104
C 0.713 0.273 1.159
O -0.591 -1.490 0.327
H 0.545 0.696 -1.546
H 0.444 -1.040 -2.076
H 1.829 -0.458 -1.307
H 1.379 -0.242 1.797
H -0.110 0.678 1.730
H 1.037 1.238 0.714
N -2.465 0.557 0.059
O -1.367 0.981 -0.337
H -2.328 -0.327 0.722